No. 1
C18H26BF4N3NbO3S4 | ωB97M-V/def2-TZVPD

Values from the calculation:
LUMO energy (spin up / spin down)   -6.3 / -6.2 eV
Multiplicity   2
⟨S²⟩   0.76
Relative energy (zero: lowest compared OMol25 entry of this formula, charge and spin)   47.89 kcal per mole
Net charge   +2
E_tot   -3165.185385 a.u.
HOMO energy (spin up / spin down)   -0.4907 / -0.5148 Ha

Element x y z (Å)
C 12.48380 6.72857 11.06724
C 14.66236 7.26162 9.54070
C 11.40828 12.61510 8.85770
C 10.38186 14.66036 9.55118
H 15.51396 11.72381 11.93817
N 11.10138 12.11085 10.05650
H 11.80637 9.78732 14.09026
H 10.79824 10.94321 6.65273
H 16.44755 8.24863 8.52771
H 8.44127 8.04795 8.61897
N 9.64453 9.58423 7.67550
H 16.62116 10.93523 9.96611
C 9.03512 14.80908 11.57374
H 8.01798 14.26898 11.59727
H 14.96237 6.21832 9.37815
H 13.24419 6.00900 11.40249
C 11.73606 10.39150 13.16312
F 12.34368 9.63082 4.14331
H 11.71467 7.35316 13.00049
Nb 12.19340 9.97886 9.20048
S 11.57783 9.32614 11.64562
C 12.94119 11.32167 12.93028
C 10.98655 13.93221 8.52864
H 9.35891 14.80627 12.63491
H 11.47850 6.27973 10.99068
C 8.15752 9.19629 5.33088
C 10.19181 12.72001 10.92913
H 10.10282 15.71143 9.46314
N 9.92796 14.04269 10.67973
H 15.12657 10.03748 12.40305
H 16.60553 9.33055 10.70047
H 10.89712 10.99872 13.30905
H 9.36827 10.90487 4.61192
C 9.90233 10.32043 6.57679
C 9.15262 10.19554 5.41119
O 9.66139 12.02695 11.83800
C 15.14771 10.72839 11.55104
H 7.64631 9.02954 4.38716
F 13.44333 7.81212 4.67269
C 15.97509 10.19763 10.42504
B 12.25838 8.42403 4.63243
H 13.80819 11.25381 13.64807
O 10.31779 9.80385 8.84401
H 7.30089 7.54456 6.44774
S 14.93569 9.84167 8.99071
H 15.00302 7.55148 10.53524
H 14.93895 8.15034 7.53106
H 13.35986 7.88653 12.55401
C 12.35343 7.71885 12.15481
O 12.19442 11.85725 8.06019
S 12.81770 7.45086 9.50869
H 8.89636 15.79931 11.22002
S 13.40955 11.15297 11.17893
C 8.65898 8.61838 7.70151
F 11.08296 7.78079 4.77806
H 11.27748 14.34123 7.57851
F 12.43766 9.27521 7.44299
C 15.30061 8.16811 8.58594
H 12.57229 12.37093 12.95429
C 7.99171 8.39540 6.49109

Mulliken population analysis, charges in e, atoms 1 to 8: -0.764 -0.670 1.016 0.164 0.432 0.594 0.498 0.730

---

No. 2
C15H36AlBr2ClIN2 | ωB97M-V/def2-TZVPD

Values from the calculation:
LUMO energy   2.4 eV
Relative energy (zero: lowest compared OMol25 entry of this formula, charge and spin)   4.53 kcal per mole
Net charge   -1
E_tot   -6851.177500 a.u.
HOMO energy   -0.2009 Ha

Element x y z (Å)
H -4.30856 -0.35174 0.24466
H 1.61176 -7.18201 2.23595
H -1.02224 1.52597 -0.08340
C 1.65569 2.43438 -1.18425
H 1.88849 3.23371 -1.90778
H -0.86284 -7.24061 2.24086
H 2.17095 -6.46872 0.69721
H 3.79063 5.13746 0.83467
H 0.80337 0.44545 -1.24676
C -0.94882 -6.16898 2.14424
Al -2.81121 -5.80416 1.41869
H 0.85945 -7.62825 0.70892
Br -0.01705 -4.99326 -0.37987
H 5.17618 2.89174 -1.98992
C 1.03406 1.26347 -1.92997
I -3.25260 -7.40730 -0.61276
H -1.75095 -0.14955 -1.44853
H 0.76640 -4.92339 2.00800
H -4.76729 1.92375 0.23636
H 4.72314 4.31936 -0.40728
C -3.72324 2.24297 0.27885
H -1.68553 2.45912 2.75723
C 4.50668 2.08733 -2.29222
H 5.09867 1.37327 -2.86858
C -1.19945 2.56654 1.78665
C -2.79447 -0.42328 -1.28334
Cl -3.18201 -3.67612 0.91904
C 3.72595 4.41056 0.02190
H -2.77152 -0.93589 0.79146
H -3.41224 0.11624 -2.00292
H -3.62789 2.26454 -1.91229
H -3.83715 3.84500 -1.17269
H -3.86683 -6.20766 2.54316
Br -0.85793 -5.51297 3.99835
C -3.33452 2.88040 -1.06381
H -0.12147 2.62544 1.95026
N 2.80270 2.05588 -0.38211
C -1.51755 1.37803 0.88990
H 3.75571 2.50304 -2.96533
C 3.20800 3.07357 0.56795
N -2.93528 1.12493 0.75398
C 0.31213 -5.69382 1.41167
H -1.51544 3.51403 1.34518
H 3.06099 4.82746 -0.73498
C -3.23366 -0.17392 0.16291
H 2.34485 3.27896 1.20942
H -2.26063 3.06477 -1.13193
H 0.10290 1.58185 -2.40194
H 3.96521 2.64186 1.22835
H -1.06170 0.48961 1.33327
C 1.31716 -6.81556 1.25921
H 0.90244 2.84466 -0.50545
H 3.48458 0.41138 -1.43213
C 3.86994 1.37516 -1.09079
H 4.64852 1.12485 -0.36609
H 1.68313 0.88185 -2.71944
H -2.89087 -1.48728 -1.50519
H -3.69876 3.02589 1.04348

Mulliken population analysis, charges in e, atoms 1 to 8: 0.290 0.345 0.061 -0.394 0.189 0.349 0.416 0.446

---

No. 3
C14H15NO3 | ωB97M-V/def2-TZVPD

Values from the calculation:
LUMO energy   0.5 eV
Relative energy (zero: lowest compared OMol25 entry of this formula, charge and spin)   28.77 kcal per mole
SMILES   CC#CCCCC(=O)Nc1cccc(C(=O)O)c1
E_tot   -822.953691 a.u.
HOMO energy   -0.3232 Ha

Element x y z (Å)
C 1.68715 0.50769 -1.47566
C -3.52791 -0.98711 2.84987
H 1.89848 3.53087 -6.03940
C 1.35768 2.60788 -5.83178
H 2.73134 -1.10226 -0.49349
H 2.98730 0.46503 0.24349
C -2.24611 -1.88767 4.75466
O -1.00818 -2.16964 5.18012
H 1.17032 1.43628 -1.21722
H -1.04284 -2.54140 6.07501
H -0.28244 0.05121 -0.31983
C 2.83244 0.84725 -2.43981
C 1.87927 1.98662 -4.63334
H -2.50003 0.17712 -0.14558
C -1.19297 -0.56572 1.38619
C 2.22777 -0.16973 -0.22131
C -2.44058 -0.24199 0.84991
H 1.46946 1.93436 -6.68122
C 1.24707 -0.52931 0.88773
H 3.53806 1.52603 -1.95191
N -0.06911 -0.32807 0.59119
O 1.64718 -0.96859 1.94199
H -4.55333 -0.19470 1.14807
H 0.98853 -0.15080 -2.00013
O -3.21965 -2.09312 5.43784
H -4.41523 -1.16061 3.43802
C -3.59698 -0.45143 1.57800
C -2.28635 -1.31299 3.39017
H -0.16208 -1.35865 3.09183
H 0.30074 2.84012 -5.70202
C -1.11777 -1.10485 2.66551
C 2.32764 1.47420 -3.64728
H 3.37113 -0.06603 -2.70959

Mulliken population analysis, charges in e, atoms 1 to 8: -0.663 -0.653 0.292 -1.023 0.247 0.323 0.436 -0.424

---

No. 4
C32H53BrN4O9PS3 | ωB97M-V/def2-TZVPD

Values from the calculation:
LUMO energy   -4.0 eV
Relative energy (zero: lowest compared OMol25 entry of this formula, charge and spin)   0.00 kcal per mole
Net charge   +1
E_tot   -6256.853562 a.u.
HOMO energy   -0.3988 Ha

Element x y z (Å)
H -2.58859 1.11155 -4.50347
C -0.87068 -0.45283 0.44975
H -2.18795 -2.57065 -0.91933
H 0.60219 2.12512 3.09448
H -4.70209 -4.41727 4.97975
H -1.45556 0.30743 3.25932
H 1.07969 1.28043 -5.20935
S -0.37381 -1.84299 3.40754
H -6.51661 -1.28897 2.08099
H 6.78126 4.21991 1.45254
O -6.14084 -4.72260 3.02938
C -0.25182 0.36634 6.59761
C 3.14314 0.36339 3.61016
H -0.44470 -1.76595 -5.14229
C 4.81516 5.80369 0.23675
H -0.18252 0.23900 -5.61454
O -2.84138 0.61386 6.28207
C -5.34813 -3.82578 3.05670
C -0.36879 -0.31539 -0.89436
H 1.78099 3.17557 -1.18058
N 3.78865 -0.68077 -6.86798
C 2.00716 2.66354 -0.25508
H -2.61791 1.99409 8.86913
C -0.87896 -3.59025 -2.16609
H 1.86649 2.81464 2.13436
C 1.14167 1.43690 -0.12350
H -5.03134 0.35292 1.32305
H 4.12178 -0.87451 -7.80256
C 0.73634 0.27626 -5.02817
C -1.76112 -2.30879 -1.86169
C -1.79062 -4.70856 -2.69324
C -1.68175 1.81875 8.34385
H -2.87728 0.47119 1.84874
H 0.53766 0.27199 7.34266
H -0.87723 1.68252 9.06611
O -2.80489 0.25499 -4.11539
Br -0.08276 -4.15232 -0.48901
H -1.74810 -4.73189 -3.78056
O -2.76773 -0.97349 -5.99693
H 4.52104 5.20532 1.09977
O 2.18490 3.28034 -3.32407
H 4.18788 2.36454 -1.71197
H -1.49554 -5.67444 -2.30558
C -4.45569 -3.64459 4.26430
C 1.36107 1.88787 2.35726
H 0.22679 0.30283 3.61356
H 7.57625 5.73745 0.92669
C 0.67337 0.63465 -1.20354
C -2.31087 -0.73080 -4.92817
C -0.50435 -0.09640 2.92752
H -0.21378 -0.47676 5.91626
H 8.08622 4.17677 0.24069
H 2.43473 -1.04503 -4.88685
H 5.22374 6.76118 0.55833
O 5.50642 3.55490 -0.97744
N -5.24630 -2.92390 1.93352
H 3.89540 -1.53305 -6.33467
C -2.14805 -1.22084 0.76794
C -1.13882 -1.52667 -4.35882
C -4.61028 -0.64827 1.30824
C -0.21938 0.17801 1.46889
H 2.34319 0.81219 -6.91356
C 1.68304 -0.78815 -5.62682
H -1.58238 -2.26422 3.85897
H 3.06515 2.48809 -0.13881
O 3.13016 1.34714 -4.54490
H -3.40373 -3.76086 3.99458
C 7.24075 4.74800 0.61712
S 6.05299 4.91685 -0.71598
O 0.07824 -2.65075 2.31133
N 3.83990 1.51188 -2.15102
N -0.51716 -0.83278 -3.22294
H 1.71688 3.42279 0.46233
C 2.36655 -0.27207 -6.90781
H -2.81855 -4.53242 -2.38821
H -4.55501 -2.65747 4.70749
H -0.13754 1.30232 6.04593
H -2.75165 -1.03407 -0.11013
H -5.18758 -1.26714 3.28418
H 3.70042 0.57129 -4.47398
H -2.58946 -2.28591 -2.55766
P 2.63908 1.76074 -3.07484
H -4.71760 -1.10364 0.32550
H 1.15415 -1.69308 -5.91519
H 1.40740 3.31360 -3.89906
H -4.33318 -3.05442 1.50954
H -1.58556 -2.47653 -4.10945
C -5.46640 -1.49584 2.25659
H -3.10557 -1.05016 2.76883
C 0.76017 1.15502 1.16868
O 0.49936 -1.92773 4.54612
S -1.86336 0.32105 7.37202
H 1.89068 -0.70797 -7.78345
C 1.14362 0.76724 -2.58429
C -3.14341 -0.57803 1.79244
H -1.99383 -2.28173 0.91764
C -0.87522 -1.09721 -1.95896
C 0.45387 0.08942 -3.55281
C 2.37235 1.02359 2.96876
H 3.96977 0.00449 4.16895
H -0.11300 -3.35969 -2.89587
H -1.46610 2.65903 7.68385
H 3.95478 5.97294 -0.40783

Mulliken population analysis, charges in e, atoms 1 to 8: 0.354 0.289 0.504 0.619 0.355 0.674 0.860 1.195

---

- E_tot of number 4 (C32H53BrN4O9PS3)?
  -6256.853562 a.u.

---

- Look up the relative energy (zero: lowest compared OMol25 entry of this formula, charge and spin) of the third one.
  28.77 kcal per mole